# 1
{
  "formula": "C3H9N5",
  "method": "ωB97M-V with the def2-TZVPD basis set",
  "symbols": ["C", "C", "C", "H", "H", "H", "H", "H", "H", "H", "H", "H", "N", "N", "N", "N", "N"],
  "coordinates": [[-1.3826, 1.8281, 0.0488], [-1.4133, 0.3233, -0.0865], [0.9400, 0.1271, -0.2065], [-1.0136, 2.0450, 1.1020], [-2.3359, 2.2981, -0.0515], [-0.6907, 2.2939, -0.7235], [-3.3022, -2.1046, 0.3783], [-1.5706, -2.0225, 0.2442], [1.2442, 1.1447, -0.3478], [1.8818, -1.6653, 0.2559], [3.8647, -0.4301, 0.6852], [3.7910, -0.6446, -0.9464], [-2.5472, -0.3044, -0.1429], [-2.4794, -1.7022, -0.1123], [-0.2551, -0.3919, -0.1343], [1.9891, -0.6249, 0.1365], [3.2798, -0.1696, -0.0992]],
  "charge": 0,
  "mol_weight_da": 115.140,
  "lumo_ev": 0.71,
  "smiles": "CC(=N/N)/N=C/NN",
  "spin_multiplicity": 1,
  "e_above_lowest_kj_mol": 284.3
}

=====

# 2
{
  "formula": "C15H25Cl2InNO2P",
  "method": "ωB97M-V with the def2-TZVPD basis set",
  "symbols": ["C", "C", "H", "H", "H", "O", "Cl", "In", "P", "C", "C", "H", "H", "H", "C", "H", "H", "H", "H", "H", "H", "C", "O", "Cl", "C", "N", "C", "C", "C", "C", "C", "C", "C", "C", "H", "H", "H", "H", "H", "H", "H", "H", "H", "H", "H", "H", "H"],
  "coordinates": [[0.6113, -1.1157, -4.9485], [0.9610, -0.6111, -3.6446], [1.5182, -0.9455, -5.6142], [-0.3212, -0.6027, -5.3690], [0.3037, -2.2084, -4.9191], [1.6692, -0.1337, -2.8504], [-2.4312, -1.1170, -2.6595], [-0.8183, -0.3690, -1.5198], [0.6726, -2.0131, 0.2688], [2.2178, -2.1158, 1.2984], [-0.4343, -2.9697, 1.4213], [0.3050, -3.3692, -1.7439], [1.0470, -4.3590, -0.4484], [2.0488, -3.1957, -1.3705], [1.0544, -3.3699, -0.9345], [-1.4765, -2.8467, 1.0832], [-0.1784, -4.0434, 1.4664], [2.5333, -3.1525, 1.5247], [2.0673, -1.5927, 2.2590], [-0.3526, -2.5501, 2.4372], [3.0327, -1.6184, 0.7546], [1.1926, 0.7144, 1.1846], [1.5741, 1.7015, 1.6209], [-2.7776, -0.7252, 0.1937], [-3.9022, 2.4632, 0.4073], [-3.0491, 2.6351, 1.6159], [-3.6598, 1.9724, 2.8211], [-1.6156, 2.0767, 1.3966], [-1.0528, 2.6752, 0.1790], [-0.9631, 4.0936, 0.2136], [-0.5756, 4.7627, -0.9369], [-0.2084, 4.0493, -2.0717], [-0.2692, 2.6451, -2.0446], [-0.6890, 1.9606, -0.9488], [-3.8963, 1.4246, 0.1061], [-3.5327, 3.1029, -0.3844], [-4.9287, 2.7769, 0.6852], [-2.9622, 3.6301, 1.8012], [-3.7136, 0.9016, 2.6480], [-3.0166, 2.2016, 3.6819], [-4.6640, 2.4100, 2.9791], [-1.1086, 2.3533, 2.3223], [-1.7027, 1.0138, 1.3317], [-1.2279, 4.6737, 1.1008], [-0.5070, 5.8739, -0.9598], [0.1145, 4.5452, -3.0010], [0.0191, 2.1078, -2.9644]],
  "charge": 2,
  "mol_weight_da": 468.068,
  "lumo_ev": -9.81,
  "spin_multiplicity": 1
}

=====

# 3
{
  "formula": "C3H6N2O",
  "method": "ωB97M-V with the def2-TZVPD basis set",
  "symbols": ["O", "N", "C", "C", "N", "C", "H", "H", "H", "H", "H", "H"],
  "coordinates": [[2.5683, -0.4447, 0.8581], [1.5462, 0.4950, 0.7171], [0.7001, 0.0862, -0.1359], [-0.5331, 0.8916, -0.4428], [-1.6058, -0.0886, -0.2442], [-1.1844, -1.1704, 0.3553], [3.1872, 0.0002, 1.4487], [-0.5328, 1.2120, -1.4915], [-0.6323, 1.7626, 0.2090], [-2.4816, 0.0305, -0.7560], [0.8706, -0.7965, -0.7562], [-1.9026, -1.9779, 0.2385]],
  "charge": 0,
  "mol_weight_da": 86.094,
  "lumo_ev": 0.88,
  "spin_multiplicity": 1,
  "e_above_lowest_kj_mol": 512.1
}